[1]
Formula: C3H7N3O
Source: the OMol25 dataset
Level of theory: wB97M-V/def2-TZVPD

ORCA input file:
```
! wB97M-V def2-TZVPD RIJCOSX def2/J DEFGRID3
* xyz 0 1
C 0.340 -0.359 0.212
N 0.697 -0.973 -1.932
C -0.308 0.483 -0.635
C -1.109 0.077 2.538
O 1.842 -0.256 -2.370
N -0.445 0.830 1.790
N -0.762 1.438 -1.202
H 1.466 0.429 -2.940
H 1.112 -1.821 -1.538
H -1.244 2.162 -0.671
H -0.130 -1.295 0.488
H 1.381 -0.159 0.421
H -1.527 0.443 3.492
H -1.313 -0.998 2.347
*
```

Properties
Energy in hartree: -357.73495
E_HOMO (alpha / beta) in eV: -7.36 / -7.12
Gap between HOMO and LUMO (alpha / beta) in eV: 7.84 / 7.84

Which charges does Mulliken predict for the atoms? In e, they are: number 1, C, carries -0.671; number 2, N, carries -0.532; number 3, C, carries 0.792; number 4, C, carries -0.209; number 5, O, carries -0.362; number 6, N, carries -0.541; number 7, N, carries -0.491; number 8, H, carries 0.336; number 9, H, carries 0.269; number 10, H, carries 0.333; number 11, H, carries 0.378; number 12, H, carries 0.281; number 13, H, carries 0.270; number 14, H, carries 0.147

=====

[2]
Formula: C5H6O2
Source: the OMol25 dataset
Level of theory: wB97M-V/def2-TZVPD

ORCA input file:
```
! wB97M-V def2-TZVPD RIJCOSX def2/J DEFGRID3
* xyz 0 1
O -2.490 -0.904 0.457
C -1.400 -0.358 -0.043
C -0.756 0.983 0.076
C 0.536 0.162 -0.220
C 1.883 0.356 0.309
O 1.564 0.626 -1.069
C -0.287 -1.070 -0.434
H -0.853 1.505 1.033
H -0.994 1.652 -0.757
H 2.116 1.235 0.917
H 2.519 -0.516 0.478
H -0.134 -1.896 -1.123
H -1.704 -1.775 0.376
*
```

Properties
Energy in hartree: -344.42846
E_HOMO in eV: -8.81
Gap between HOMO and LUMO in eV: 9.38

Which charges does Mulliken predict for the atoms? In e, they are: number 1, O, carries -0.586; number 2, C, carries 0.572; number 3, C, carries -0.700; number 4, C, carries 0.970; number 5, C, carries -0.427; number 6, O, carries -0.502; number 7, C, carries -1.166; number 8, H, carries 0.298; number 9, H, carries 0.238; number 10, H, carries 0.222; number 11, H, carries 0.230; number 12, H, carries 0.400; number 13, H, carries 0.449

=====

[3]
Formula: C2H4N2
Source: the OMol25 dataset
Level of theory: wB97M-V/def2-TZVPD

ORCA input file:
```
! wB97M-V def2-TZVPD RIJCOSX def2/J DEFGRID3
* xyz 0 1
C -0.440 0.717 -1.255
C -0.601 1.003 0.044
N -0.163 0.612 -2.372
N 0.421 -1.618 0.616
H 0.282 1.633 0.398
H -1.426 0.771 0.699
H 1.390 -1.438 0.261
H 0.538 -1.679 1.609
*
```

Properties
Energy in hartree: -187.96346
E_HOMO (alpha / beta) in eV: -9.52 / -11.38
Gap between HOMO and LUMO (alpha / beta) in eV: 8.64 / 10.12

Which charges does Mulliken predict for the atoms? In e, they are: number 1, C, carries 0.628; number 2, C, carries -0.863; number 3, N, carries -0.362; number 4, N, carries -0.467; number 5, H, carries 0.261; number 6, H, carries 0.340; number 7, H, carries 0.239; number 8, H, carries 0.225

=====

[4]
Formula: C44H62BBrN6O14P2S2
Source: the OMol25 dataset
Level of theory: wB97M-V/def2-TZVPD

ORCA input file:
```
! wB97M-V def2-TZVPD RIJCOSX def2/J DEFGRID3
* xyz 0 1
C -6.547 0.741 -0.893
C -5.863 -0.585 -1.543
O -4.717 -1.056 -0.785
B -4.378 -2.420 -1.135
O -5.002 -3.178 -2.189
C -3.183 -3.114 -0.277
C -3.358 -3.353 1.131
P -4.951 -2.936 2.089
O -4.961 -1.201 2.194
O -4.720 -3.421 3.752
C -2.119 -4.054 1.911
O -2.300 -4.924 2.793
C -0.663 -3.563 1.408
C 0.539 -3.357 2.405
C 0.372 -3.582 4.002
P 1.328 -5.166 4.497
O 0.405 -6.193 5.185
O 1.831 -5.886 3.014
O 2.682 -4.784 5.481
C 1.928 -2.916 1.786
C 3.169 -2.716 2.789
N 2.916 -1.660 3.850
C 2.112 -2.684 0.237
C 3.543 -2.288 -0.339
C 3.936 -0.738 -0.129
C 5.427 -0.553 -0.702
S 6.140 1.140 -0.461
C 5.478 1.874 1.138
S 5.733 1.030 2.556
N 4.807 3.173 0.989
C 3.869 3.194 -0.154
C 2.450 2.577 -0.201
C 1.619 2.651 -1.503
C 2.129 3.319 -2.816
C 3.552 3.945 -2.782
C 4.379 3.874 -1.477
C 4.222 3.684 2.244
C 4.840 5.017 2.809
C 4.369 5.710 4.109
C 3.190 5.070 4.889
C 2.541 3.741 4.372
C 3.064 3.059 3.057
C 0.899 -2.856 -0.755
C 1.004 -2.613 -2.332
C 0.358 -1.174 -2.737
O -0.207 -0.450 -1.882
Br 0.498 -0.510 -4.630
C -0.477 -3.291 -0.134
C -1.803 -3.492 -1.037
O -1.794 -3.935 -2.211
H -7.643 0.853 -1.238
H -6.007 1.680 -1.302
H -6.529 0.685 0.249
H -5.590 -0.320 -2.621
H -6.711 -1.366 -1.587
H -4.682 -2.841 -3.063
H -4.022 -0.892 2.198
H -4.012 -2.829 4.106
H 0.692 -2.663 4.607
H -0.718 -3.795 4.299
H 2.805 -5.748 2.884
H 3.464 -5.100 4.958
H 3.457 -3.724 3.274
H 4.130 -2.364 2.250
H 2.806 -2.222 4.722
H 1.971 -1.251 3.703
H 3.717 -2.586 -1.435
H 4.324 -2.896 0.265
H 3.799 -0.380 0.947
H 3.210 -0.130 -0.791
H 5.353 -0.715 -1.847
H 6.111 -1.358 -0.270
H 2.018 2.041 0.703
H 0.582 2.162 -1.546
H 1.527 3.349 -3.786
H 3.970 4.421 -3.739
H 5.434 4.313 -1.467
H 5.706 5.525 2.242
H 4.911 6.666 4.452
H 2.854 5.598 5.856
H 1.684 3.272 4.967
H 2.586 2.083 2.726
H 2.094 -2.556 -2.712
H 0.502 -3.429 -2.962
C 1.726 -3.061 -8.669
O 2.700 -2.508 -8.194
N 0.781 -3.741 -7.957
C -0.355 -4.375 -8.594
C 0.919 -3.830 -6.517
H 1.527 -3.053 -9.753
H -1.276 -3.942 -8.194
H -0.332 -5.447 -8.378
H -0.330 -4.228 -9.675
H 0.929 -2.822 -6.095
H 1.867 -4.319 -6.278
H 0.094 -4.400 -6.087
C -0.597 5.416 -1.216
O -0.164 6.314 -1.915
N -1.888 4.976 -1.207
C -2.328 3.899 -0.343
C -2.850 5.606 -2.090
H 0.049 4.871 -0.509
H -2.721 3.086 -0.959
H -3.116 4.271 0.317
H -1.503 3.522 0.263
H -2.515 5.493 -3.124
H -2.908 6.672 -1.855
H -3.834 5.150 -1.972
C 2.013 11.167 -2.241
O 1.119 11.744 -1.649
N 2.073 9.822 -2.461
C 3.171 9.208 -3.176
C 1.001 8.980 -1.963
H 2.875 11.712 -2.661
H 2.780 8.696 -4.059
H 3.662 8.484 -2.521
H 3.901 9.957 -3.491
H 0.056 9.302 -2.407
H 0.934 9.091 -0.878
H 1.186 7.937 -2.213
C -7.845 -5.840 5.618
O -8.804 -5.834 6.367
N -6.829 -6.750 5.646
C -5.717 -6.693 4.718
C -6.863 -7.809 6.635
H -7.721 -5.080 4.829
H -5.688 -7.621 4.142
H -4.789 -6.583 5.283
H -5.821 -5.849 4.034
H -7.774 -8.398 6.499
H -6.880 -7.366 7.634
H -5.990 -8.455 6.535
*
```

Properties
SMILES: CCOB(O)C1=C(P(O)O)C(=O)c2c(CP(=O)(O)O)c(CN)c(CCCSC(=S)N(c3ccccc3)c3ccccc3)c(CC(=O)Br)c2C1=O.CN(C)C=O.CN(C)C=O.CN(C)C=O.CN(C)C=O
Energy in hartree: -7173.25866
E_HOMO in eV: -8.30
Gap between HOMO and LUMO in eV: 6.26

Mulliken atomic charge list, values in e, 99 entries: number 1, C, carries -0.861; number 2, C, carries -0.219; number 3, O, carries -0.305; number 4, B, carries 0.491; number 5, O, carries -0.478; number 6, C, carries 0.207; number 7, C, carries 0.217; number 8, P, carries 0.139; number 9, O, carries -0.429; number 10, O, carries -0.405; number 11, C, carries -0.227; number 12, O, carries -0.593; number 13, C, carries 0.377; number 14, C, carries 0.048; number 15, C, carries -0.793; number 16, P, carries 0.754; number 17, O, carries -0.669; number 18, O, carries -0.509; number 19, O, carries -0.517; number 20, C, carries 0.754; number 21, C, carries -0.286; number 22, N, carries -0.595; number 23, C, carries 0.398; number 24, C, carries -1.720; number 25, C, carries 0.496; number 26, C, carries -0.610; number 27, S, carries -0.150; number 28, C, carries 0.140; number 29, S, carries -0.120; number 30, N, carries 0.287; number 31, C, carries 0.291; number 32, C, carries -0.010; number 33, C, carries -0.532; number 34, C, carries -0.689; number 35, C, carries -0.624; number 36, C, carries -0.284; number 37, C, carries -0.106; number 38, C, carries -0.284; number 39, C, carries -0.444; number 40, C, carries -0.337; number 41, C, carries -0.679; number 42, C, carries 0.323; number 43, C, carries 0.278; number 44, C, carries -1.144; number 45, C, carries 0.556; number 46, O, carries -0.391; number 47, Br, carries -0.210; number 48, C, carries 0.382; number 49, C, carries -0.196; number 50, O, carries -0.603; number 51, H, carries 0.323; number 52, H, carries 0.170; number 53, H, carries 0.222; number 54, H, carries 0.268; number 55, H, carries 0.282; number 56, H, carries 0.314; number 57, H, carries 0.339; number 58, H, carries 0.288; number 59, H, carries 0.413; number 60, H, carries 0.315; number 61, H, carries 0.371; number 62, H, carries 0.404; number 63, H, carries -0.130; number 64, H, carries 0.176; number 65, H, carries 0.367; number 66, H, carries 0.297; number 67, H, carries 0.478; number 68, H, carries 0.526; number 69, H, carries 0.079; number 70, H, carries -0.015; number 71, H, carries 0.347; number 72, H, carries 0.346; number 73, H, carries 0.094; number 74, H, carries 0.537; number 75, H, carries 0.392; number 76, H, carries 0.334; number 77, H, carries 0.363; number 78, H, carries 0.288; number 79, H, carries 0.306; number 80, H, carries 0.293; number 81, H, carries 0.304; number 82, H, carries 0.146; number 83, H, carries 0.292; number 84, H, carries 0.382; number 85, C, carries 0.106; number 86, O, carries -0.571; number 87, N, carries 0.163; number 88, C, carries -0.912; number 89, C, carries -0.742; number 90, H, carries 0.270; number 91, H, carries 0.315; number 92, H, carries 0.321; number 93, H, carries 0.311; number 94, H, carries 0.028; number 95, H, carries 0.292; number 96, H, carries 0.425; number 97, C, carries 0.003; number 98, O, carries -0.637; number 99, N, carries 0.202